DFT (ωB97M-V with the def2-TZVPD basis set) results for a molecular structure, C10H14N2O5S in a non-equilibrium geometry.

Each line ends with the Mulliken charge.
CARTESIAN COORDINATES (ANGSTROEM)
1 C 0.2284 6.4071 -0.1420  -0.77
2 H 0.7580 6.4314 0.7443  0.36
3 H 0.6784 7.0436 -0.8871  0.26
4 H -0.8162 6.4489 -0.0996  0.35
5 O 0.5754 5.1774 -1.0141  -0.36
6 C 0.2169 4.1779 -0.0635  0.50
7 O -0.4286 4.2698 1.0735  -0.60
8 N 0.8057 3.0093 -0.8242  -0.13
9 C 0.6712 1.7057 -0.4348  0.90
10 C 1.0839 0.6621 -1.2629  -0.97
11 C 1.1851 -0.5969 -0.7903  -0.06
12 C 0.5407 -0.9318 0.2189  0.34
13 C -0.2207 -0.0984 0.9203  -0.20
14 C 0.0138 1.2406 0.8915  -1.22
15 H -0.3838 2.0108 1.3585  0.85
16 H -0.7093 -0.3288 2.1012  0.11
17 S 0.1601 -2.7713 0.6219  1.22
18 O 1.5505 -3.1232 1.1139  -0.93
19 O -0.6608 -3.1209 1.5767  -0.58
20 N 0.0208 -3.4794 -0.6867  -0.22
21 H 0.7761 -4.2130 -0.9920  0.35
22 C -1.3155 -3.8206 -0.8782  -0.78
23 H -1.6732 -4.4284 -0.0540  0.37
24 C -2.2438 -2.6720 -1.2527  -0.73
25 O -1.9800 -1.7980 -0.5215  -0.41
26 H -2.1677 -2.2876 0.4545  0.51
27 H -1.9458 -2.2445 -2.4161  0.24
28 H -3.0587 -3.1672 -1.5869  0.48
29 H -1.4043 -4.5647 -1.8153  0.35
30 H 1.3517 -1.4268 -1.5306  0.28
31 H 1.7240 0.9844 -2.1239  0.25
32 H 1.2264 3.2063 -1.7375  0.26

## Properties
**Electronic energy**: -1272.95408 a.u.
**Energy above the lowest of the compared OMol25 structures with the same formula, charge and spin**: 262.2 kcal per mole
**E_LUMO**: 0.43 eV
**HOMO**: -8.3 eV

---

DFT (ωB97M-V with the def2-TZVPD basis set) results for C10H14N2OS in the gas phase in a non-equilibrium geometry.

Each line ends with the Mulliken charge.
CARTESIAN COORDINATES (ANGSTROEM)
1 C -1.6696 -1.9379 -1.0957  -1.10
2 C -1.9127 -0.7437 -0.1504  1.24
3 C -3.3670 -0.5385 -0.0638  -0.77
4 C -3.9488 0.6423 0.4755  -0.64
5 C -3.0610 1.6978 0.8464  -0.40
6 C -1.6371 1.4661 0.8974  -0.54
7 C -1.0581 0.2034 0.4180  -0.18
8 N 0.4284 0.1616 0.2267  -0.04
9 C 1.1479 -0.9754 0.6058  0.11
10 S 0.6698 -1.6543 2.1697  -0.36
11 N 2.3613 -1.2735 0.0660  -0.15
12 C 2.8553 -0.2432 -0.8540  -0.96
13 C 3.2763 1.1522 -0.1485  -0.31
14 O 4.5148 1.0302 0.5404  -0.54
15 H -2.5906 -2.3062 -1.5525  0.36
16 H -1.0929 -2.7779 -0.5941  0.27
17 H -1.0338 -1.7661 -2.1277  0.22
18 H -4.1077 -1.2505 -0.2572  0.35
19 H -5.1293 0.9314 0.3145  0.21
20 H -3.3940 2.6746 1.2488  0.32
21 H -0.9885 2.2271 1.3421  0.37
22 H 0.6238 0.6082 -0.6875  0.31
23 H 3.0213 -1.7503 0.7318  0.35
24 H 3.6438 -0.7050 -1.2833  0.47
25 H 2.0249 -0.1207 -1.6240  0.37
26 H 3.4312 1.7757 -1.0948  0.24
27 H 2.5290 1.7171 0.3399  0.44
28 H 4.4631 1.7555 1.3106  0.37

## Properties
**Electronic energy**: -972.27950 a.u.
**Energy above the lowest of the compared OMol25 structures with the same formula, charge and spin**: 78.9 kcal per mole
**E_LUMO**: 0.38 eV
**SMILES**: Cc1ccccc1NC(=S)NCCO
**HOMO**: -7.8 eV

---

DFT (ωB97M-V with the def2-TZVPD basis set) results for C10H14N2S in the gas phase in a non-equilibrium geometry.

Each line ends with the Mulliken charge.
CARTESIAN COORDINATES (ANGSTROEM)
1 C 0.8557 -3.1916 -1.3511  -1.04
2 C 0.5449 -1.8936 -0.5329  -0.34
3 S -0.9864 -1.0935 -1.5171  -0.08
4 C -0.6237 0.6710 -1.3523  0.32
5 N -1.0667 1.6461 -2.0427  -0.60
6 C -2.0898 1.5245 -3.0818  -0.74
7 N 0.4234 1.1531 -0.4422  -0.35
8 C 0.5993 0.8184 0.8447  0.60
9 C 1.6831 1.3839 1.5262  -0.61
10 C 1.8544 0.9115 2.8702  -0.14
11 C 0.9903 0.1861 3.6678  -0.65
12 C -0.2546 -0.1415 2.9712  -0.45
13 C -0.4451 0.2109 1.6587  -0.43
14 H 1.4057 -3.9354 -0.7264  0.37
15 H 1.3658 -2.9166 -2.3622  0.26
16 H -0.0875 -3.8157 -1.2907  0.31
17 H 0.4143 -1.9218 0.6121  0.29
18 H 1.3046 -1.2251 -0.8581  0.30
19 H -1.7878 0.7619 -3.8030  0.30
20 H -3.0828 1.1439 -2.4955  0.23
21 H -2.3787 2.5131 -3.4424  0.30
22 H 0.1908 2.2497 -0.8056  0.39
23 H 2.3835 1.8067 0.8401  0.39
24 H 2.9791 1.0929 3.2345  0.16
25 H 1.2968 -0.1518 4.6748  0.37
26 H -1.0701 -0.4661 3.5859  0.39
27 H -1.3355 -0.1107 1.1801  0.45

## Properties
**Electronic energy**: -897.02184 a.u.
**Energy above the lowest of the compared OMol25 structures with the same formula, charge and spin**: 96.3 kcal per mole
**E_LUMO**: 0.70 eV
**SMILES**: CCS/C(=N\C)Nc1ccccc1
**HOMO**: -8.0 eV

---

DFT (ωB97M-V with the def2-TZVPD basis set) results for a molecular structure, C10H14N3O5Sm in a non-equilibrium geometry.

Each line ends with the Löwdin spin population.
CARTESIAN COORDINATES (ANGSTROEM)
1 O -3.4398 0.2479 -4.6114  0.00
2 C -2.4536 0.0800 -3.9768  0.00
3 Sm -0.1077 -0.4151 0.0610  5.03
4 O 0.5485 -0.6435 -3.1813  0.01
5 C 0.4238 -0.4262 -2.0489  0.00
6 C 1.9578 -0.3539 0.7037  0.00
7 O 3.0361 -0.5885 1.1216  0.02
8 C -0.8459 0.5525 1.8660  0.00
9 O -1.3930 0.8263 2.8584  0.01
10 C 0.3254 2.0285 -0.3882  0.00
11 O 0.3833 3.1422 -0.6462  0.01
12 H -1.8021 0.3716 -0.6669  -0.04
13 C -2.3372 -4.3889 1.5162  0.00
14 N -0.9978 -4.1556 2.0146  -0.01
15 C -0.4496 -4.9709 3.0693  0.00
16 C -0.2782 -3.0385 1.5742  0.00
17 N -0.7670 -2.2895 0.6393  -0.02
18 N 0.9510 -2.7479 2.1427  0.00
19 C 1.0523 -1.9730 3.3959  0.00
20 C 2.1856 -3.3440 1.6133  0.00
21 H -2.7704 -5.2612 2.0267  0.00
22 H -2.3389 -4.6046 0.4465  0.00
23 H -2.9980 -3.5391 1.7210  0.00
24 H 0.4625 -5.4635 2.7421  0.00
25 H -0.2490 -4.3704 3.9570  0.00
26 H -1.1747 -5.7499 3.3456  0.00
27 H -1.6712 -2.4622 0.2157  0.00
28 H 1.4685 -2.6066 4.1970  0.00
29 H 1.6995 -1.0883 3.2827  0.00
30 H 0.0566 -1.6304 3.6899  0.00
31 H 2.3575 -3.0211 0.5806  0.00
32 H 3.0678 -3.0619 2.2202  0.00
33 H 2.0965 -4.4312 1.6282  0.00

## Properties
**Electronic energy**: -1587.02104 a.u.
**Charge**: +2
**E_LUMO (spin up / spin down)**: -9.99 / -9.83 eV
**HOMO (spin up / spin down)**: -16.2 / -16.3 eV
**Spin multiplicity**: 6

---

DFT (ωB97M-V with the def2-TZVPD basis set) results for 3 unconnected molecules or ions with the total composition C10H14N3S in a non-equilibrium geometry.

Each line ends with the Mulliken charge.
CARTESIAN COORDINATES (ANGSTROEM)
1 C -0.9863 4.3587 2.2020  0.49
2 C -2.2163 -3.4007 -1.2500  -0.44
3 C -1.4101 -3.0970 -0.1686  -0.55
4 C -2.9062 -2.3487 -1.8584  -0.65
5 C -1.0217 -1.8161 0.0145  -0.08
6 C -2.4426 -1.0536 -1.7716  -0.49
7 C -1.4544 -0.7733 -0.8292  0.88
8 C 3.1946 -0.3805 -0.1391  -1.00
9 C 2.3175 0.6950 0.3563  0.66
10 C -0.9722 0.5103 -0.3664  -0.79
11 N -1.7879 4.6508 3.0199  -0.30
12 N -1.7794 1.5295 -0.4657  -0.15
13 N 2.5783 1.6513 1.1804  -0.19
14 S 0.1156 4.0717 1.1365  -0.46
15 H -2.5825 -4.4743 -1.4604  0.29
16 H -1.0605 -3.9501 0.3980  0.36
17 H -3.7023 -2.4026 -2.5186  0.43
18 H -0.4015 -1.7716 0.9268  0.32
19 H -2.7577 -0.1899 -2.2193  0.57
20 H 2.8783 -1.1407 0.4559  0.34
21 H 2.8704 -0.6148 -1.0694  0.38
22 H 4.3322 -0.1130 0.0254  0.33
23 H 1.2491 0.4266 0.1299  0.04
24 H -2.7631 1.5453 -0.7784  0.22
25 H -1.6170 2.4680 -0.1564  0.06
26 H 3.5139 2.0062 1.3627  0.27
27 H 1.8037 2.1982 1.6087  0.16
28 H -1.9246 5.4746 3.5554  0.32

## Properties
**Electronic energy**: -951.53600 a.u.
**Energy above the lowest of the compared OMol25 structures with the same formula, charge and spin**: 59.9 kcal per mole
**Charge**: +1
**E_LUMO**: -3.73 eV
**HOMO**: -11.0 eV

---

DFT (ωB97M-V with the def2-TZVPD basis set) results for a gas-phase ion, C10H14N4 (charge +2) in a non-equilibrium geometry.

Each line ends with the Mulliken charge.
CARTESIAN COORDINATES (ANGSTROEM)
1 C -1.5660 -1.7784 -0.5401  -1.56
2 C -0.0910 -1.7771 -0.5649  1.38
3 C 0.5538 -2.9612 -1.0339  -0.62
4 C 1.9722 -3.0041 -1.2002  -0.37
5 C 2.6344 -1.7823 -0.9170  -0.35
6 N 1.9740 -0.6392 -0.7888  -0.51
7 C 0.6930 -0.6269 -0.4832  -0.35
8 C 0.0816 0.7239 -0.1318  0.60
9 N -0.3669 1.0228 1.0570  -0.01
10 C -0.5476 0.2196 2.2213  -0.90
11 C -0.9161 2.3392 1.3062  -0.67
12 N -0.6284 3.3338 0.2408  -0.05
13 C -0.1458 2.9953 -0.8852  -0.02
14 N 0.2702 1.7365 -1.0565  -0.12
15 H -2.0232 -2.0644 -1.5176  0.39
16 H -1.9488 -2.5073 0.2613  0.36
17 H -1.9917 -0.8327 -0.3747  0.38
18 H 0.0291 -3.8243 -1.4660  0.42
19 H 2.6240 -3.8853 -1.4207  0.39
20 H 3.7705 -1.6859 -1.0201  0.38
21 H -1.5420 0.4480 2.6382  0.34
22 H 0.1733 0.7509 2.9926  0.37
23 H -0.3480 -0.7897 2.1182  0.46
24 H -0.6079 2.7385 2.1972  0.48
25 H -1.9877 2.2643 1.5732  0.39
26 H -0.7244 4.3508 0.4777  0.34
27 H 0.0210 3.7875 -1.6235  0.45
28 H 0.6384 1.4477 -2.0594  0.38

## Properties
**Electronic energy**: -607.81030 a.u.
**Energy above the lowest of the compared OMol25 structures with the same formula, charge and spin**: 1.7 kcal per mole
**Charge**: +2
**E_LUMO**: -9.00 eV
**SMILES**: Cc1cccnc1C1=[N+](C)CNC=[NH+]1
**HOMO**: -16.3 eV